Molecular formula: C49H46ClILuN8OS5
Method: DFT, the ωB97M-V functional and the def2-TZVPD basis

Structure (XYZ):
```
112
Properties=species:S:1:pos:R:3:lowdin_charge:R:1
Lu 10.35318 21.16619 14.11451 1.3407
S 9.88079 20.11608 9.32244 1.1060
C 11.52837 20.59893 9.27022 -0.4491
C 12.31433 21.14815 8.23676 -0.0905
C 13.62829 21.46804 8.48207 -0.1089
C 14.22450 21.16954 9.70095 -0.0932
C 13.50328 20.56198 10.69365 -0.0210
C 12.14086 20.31664 10.51753 -0.2948
N 11.28589 19.78866 11.45223 0.1078
C 10.12121 19.60725 10.97212 -0.5873
C 9.03606 19.00770 11.73310 -0.3216
C 8.06686 18.20024 11.12819 -0.0907
C 7.01431 17.66538 11.83074 -0.1097
C 6.93016 17.89184 13.21534 -0.0828
C 7.95654 18.64128 13.79930 -0.1810
C 9.01497 19.28413 13.13067 -0.2250
H 11.82277 21.42923 7.32563 0.0935
H 14.15342 22.00466 7.70437 0.0969
H 15.27681 21.44844 9.87447 0.1123
H 13.96590 20.34785 11.65359 0.1133
H 8.14282 18.03101 10.04753 0.0919
H 6.22726 17.12574 11.28485 0.0990
H 6.11630 17.47043 13.79157 0.0913
H 7.93129 18.75735 14.88324 0.0569
S 8.75051 22.54493 12.45030 0.5470
C 8.72776 24.27232 12.74904 -0.7037
N 8.02032 25.11551 11.80742 -0.1450
C 7.37442 26.23295 12.46832 -0.1843
C 8.40170 27.08857 13.16388 -0.1648
N 9.27410 26.26282 13.98680 -0.1425
C 9.72165 26.98832 15.16185 -0.1867
C 8.62066 27.27480 16.11988 -0.2355
C 7.85795 26.19863 16.53694 -0.0379
C 6.76332 26.36902 17.39005 -0.0785
C 6.45622 27.65538 17.84411 -0.1116
C 7.23143 28.74638 17.42121 -0.1060
C 8.31440 28.55700 16.57660 -0.0566
C 9.33860 24.84596 13.83433 -0.6774
S 10.16420 23.84874 15.07009 0.5142
C 7.16199 24.38866 10.85681 -0.2040
C 7.83435 24.04507 9.53461 -0.2126
C 7.27238 23.07521 8.71092 -0.0623
C 7.79302 22.78244 7.46952 -0.1168
C 8.93391 23.43131 7.02229 -0.1147
C 9.50938 24.38177 7.84880 -0.1042
C 8.99346 24.65554 9.08868 -0.0461
H 6.64154 25.88860 13.21454 0.1298
H 6.83889 26.87420 11.76141 0.1183
H 7.88344 27.79881 13.80675 0.1099
H 8.96452 27.67758 12.41738 0.1217
H 10.13365 27.96282 14.78338 0.1271
H 10.53396 26.44567 15.67497 0.0924
H 8.10405 25.21176 16.15555 0.0663
H 6.09458 25.52027 17.62837 0.1052
H 5.58664 27.79927 18.47471 0.0876
H 6.95861 29.74239 17.79622 0.0974
H 8.84086 29.43637 16.23083 0.1034
H 6.33445 25.05578 10.60804 0.1165
H 6.66553 23.49332 11.27375 0.0841
H 6.33603 22.61573 9.05056 0.1186
H 7.31048 22.05850 6.84972 0.0899
H 9.35132 23.21074 6.04180 0.0955
H 10.42972 24.87752 7.56130 0.0980
H 9.47465 25.37797 9.74702 0.1129
N 10.84549 21.21747 16.65030 -0.0626
C 9.75442 21.12382 17.61999 -0.2356
C 8.48800 20.60671 16.95350 -0.2404
N 8.40407 21.13978 15.59625 -0.1099
H 11.36145 20.35068 16.57167 0.0512
H 11.49421 21.92980 16.95761 0.0814
H 9.57850 22.14378 17.94954 0.1086
H 10.02481 20.48137 18.43697 0.1055
H 7.57661 20.82832 17.49202 0.1081
H 8.56555 19.50945 16.87359 0.0983
H 8.34701 22.15641 15.65308 0.0167
H 7.57753 20.82852 15.12188 0.0614
Cl 17.32430 22.97407 13.97024 0.6433
C 15.80727 22.12541 14.15435 -0.6184
C 15.76076 20.92177 14.80562 -0.1966
C 14.58266 20.16337 14.93646 -0.6605
I 14.77241 18.28276 15.78812 0.9072
C 13.39600 20.65467 14.44334 -0.4582
O 12.25052 20.10126 14.61426 -0.3220
C 13.46888 21.92073 13.72826 -0.1886
N 12.29256 22.31740 13.22271 -0.0106
C 12.20369 23.40505 12.50242 -0.1348
C 13.33135 24.24373 12.28688 -0.0216
C 14.53086 23.88632 12.82176 -0.0115
C 14.63710 22.65848 13.56018 -0.1774
H 16.69097 20.53687 15.19992 0.0793
H 11.20746 23.65294 12.14393 0.0690
H 13.16093 25.17588 11.75972 0.1083
H 15.40728 24.49000 12.64817 0.0876
S 11.12130 16.76917 17.40229 -0.0377
N 10.63915 16.41862 13.18337 0.1528
C 10.73924 16.16788 14.48632 -0.7090
S 10.90678 17.53054 15.51758 0.4237
N 10.71996 14.96014 15.03533 0.0343
C 11.03377 13.70454 14.50432 -0.2247
C 10.61500 12.59863 15.23604 -0.0170
C 10.90295 11.31626 14.79045 -0.0882
C 11.63802 11.12599 13.64047 -0.1018
C 12.09047 12.23479 12.92090 -0.0742
C 11.77116 13.52971 13.33139 -0.0195
H 10.40077 17.37016 12.93383 0.0619
H 10.37759 15.68708 12.52638 0.1223
H 10.78932 15.06416 16.06689 -0.0022
H 10.04442 12.76867 16.11887 0.1100
H 10.60909 10.47847 15.40856 0.1025
H 11.95239 10.14622 13.31606 0.0962
H 12.66694 12.08756 12.03688 0.0936
H 12.15406 14.37285 12.79616 0.1016
```

Lowest unoccupied orbital energy = 2.10 eV
Net charge = -1

***

Molecular formula: C49H47N7O11RbS3Sb
Method: DFT, the ωB97M-V functional and the def2-TZVPD basis

Structure (XYZ):
```
119
Properties=species:S:1:pos:R:3:lowdin_charge:R:1
Rb 0.11770 0.43228 -0.64094 0.9124
N -0.42587 4.89866 -1.55964 0.1211
C -1.49955 5.30247 -0.80834 -0.0946
C -2.33973 4.23030 -0.77649 -0.1208
N -1.80210 3.17886 -1.47869 0.1325
C -0.65473 3.61330 -1.94705 -0.2947
C 0.28620 2.87797 -2.80023 -0.3504
N 0.04715 2.46062 -4.02189 0.1179
C 1.18811 1.80339 -4.40408 -0.1416
C 2.11782 1.83531 -3.40417 -0.0999
N 1.54382 2.54909 -2.38908 0.0803
H 0.41079 5.41818 -1.75562 0.1559
H -1.55043 6.27462 -0.35035 0.1090
H -3.28962 4.14386 -0.27440 0.0900
H 1.26521 1.31562 -5.36111 0.0948
H 3.07073 1.35537 -3.27520 0.1127
H 1.88414 2.62416 -1.42607 0.1016
C 4.51502 -3.95040 3.67226 -0.5588
C 4.65802 -2.49055 3.20648 -0.5532
S 3.69989 -1.98001 1.76297 0.8890
C 2.10752 -1.50402 2.47708 -0.5176
C 1.44688 -2.50240 3.42172 -0.5348
S 0.55663 -3.88184 2.66244 0.8606
C 1.73905 -4.71771 1.57589 -0.5380
C 2.73389 -5.65812 2.27234 -0.5477
S 4.48720 -5.19409 2.35726 0.8207
H 3.62094 -4.09905 4.27431 0.0501
H 5.36517 -4.19222 4.31559 0.0571
H 5.69629 -2.32620 2.91178 0.0561
H 4.46627 -1.82150 4.05117 0.0759
H 1.48448 -1.38189 1.59025 0.0319
H 2.20980 -0.54160 2.98467 0.0776
H 0.65141 -1.98220 3.96207 0.0439
H 2.14638 -2.84834 4.18141 0.0412
H 2.20949 -3.99341 0.91570 0.0190
H 1.07879 -5.31559 0.94390 0.0695
H 2.77037 -6.60628 1.73076 0.0558
H 2.39327 -5.88909 3.28344 0.0559
O 2.16757 -0.84919 -1.97520 -0.1053
C 1.49910 -1.85753 -1.65691 -0.7495
O 1.32115 -2.30284 -0.49701 -0.0814
C 0.70597 -2.55525 -2.75365 -0.0509
C 1.29728 -3.35971 -3.67044 0.0505
C 0.51534 -4.06748 -4.61887 -0.1747
C -0.86017 -3.98285 -4.59172 0.0582
C -1.47231 -3.17701 -3.65184 -0.0681
C -0.73444 -2.30805 -2.75263 -0.3179
O -1.23668 -1.41305 -2.04646 -0.1515
N -2.90989 -3.22279 -3.60807 -0.3394
O -3.52059 -3.56885 -4.61605 0.0300
O -3.46574 -3.03646 -2.54078 0.0522
N 1.14361 -4.91739 -5.57801 -0.3791
O 2.37142 -4.93900 -5.62870 0.0165
O 0.44634 -5.50709 -6.40425 0.0064
H 2.37109 -3.48606 -3.67410 0.1260
H -1.46211 -4.55649 -5.27900 0.1215
C -2.93699 -3.04317 0.76702 -0.0704
C -4.14215 -2.59026 1.54717 -0.3039
C -4.71127 -3.44085 2.49345 -0.0556
C -5.81160 -3.05731 3.24524 -0.1014
C -6.36372 -1.79806 3.06636 -0.1036
C -5.80633 -0.93947 2.12906 -0.1331
C -4.71072 -1.32154 1.36053 -0.3357
Sb -3.72050 0.02743 0.00080 1.5998
C -4.75015 -0.01514 -1.88441 -0.3376
C -4.13095 0.87076 -2.76794 -0.1413
C -4.58691 1.02841 -4.06827 -0.0850
C -5.67104 0.28152 -4.50153 -0.0945
C -6.28064 -0.60976 -3.63271 -0.0632
C -5.83853 -0.77566 -2.32145 -0.3177
C -6.54498 -1.78328 -1.45627 -0.0521
C -4.62239 1.80975 0.84974 -0.3230
C -3.77810 2.43707 1.76890 -0.1569
C -4.14688 3.60033 2.43043 -0.1004
C -5.38015 4.17042 2.15854 -0.0981
C -6.23000 3.56055 1.24678 -0.0687
C -5.87718 2.38095 0.59114 -0.2966
C -6.86514 1.76328 -0.36396 -0.0476
H -2.75299 -4.10670 0.92028 0.0799
H -2.03506 -2.51772 1.09229 0.0640
H -3.03768 -2.86837 -0.30655 0.0433
H -4.27330 -4.42156 2.64317 0.1047
H -6.23080 -3.73985 3.97537 0.0912
H -7.21573 -1.48139 3.65623 0.0913
H -6.22449 0.05359 2.00630 0.0859
H -3.26242 1.44132 -2.45143 0.0622
H -4.07588 1.71224 -4.73459 0.1006
H -6.03372 0.37646 -5.51833 0.0925
H -7.11651 -1.20859 -3.97872 0.1049
H -7.61546 -1.79883 -1.67414 0.0767
H -6.41256 -1.58115 -0.39599 0.0398
H -6.13973 -2.77588 -1.65611 0.0840
H -2.79617 2.01457 1.96113 0.0619
H -3.47550 4.06559 3.14211 0.0928
H -5.68184 5.08519 2.65517 0.0933
H -7.19911 4.00281 1.03916 0.0989
H -7.85317 2.20750 -0.23097 0.0735
H -6.94983 0.68615 -0.20950 0.0605
H -6.55917 1.90410 -1.40214 0.0819
N -1.26759 0.00974 3.14502 0.0690
C -1.93587 -0.33670 4.02916 -0.0599
H -0.68494 0.30698 2.37053 0.0250
O 1.88616 2.52113 0.43495 -0.0881
C 0.94422 2.77790 1.21779 -0.6644
O 0.08289 1.97283 1.65127 -0.1646
C 0.76899 4.22217 1.67218 -0.1211
C 1.76500 5.15705 1.42986 -0.0264
C 1.62207 6.49721 1.80464 0.0040
C 0.44482 6.83664 2.42459 -0.2257
O 0.02294 8.08042 2.85085 0.0118
C -1.12867 7.80239 3.64046 -0.1659
O -1.63590 6.54389 3.23951 0.0156
C -0.55006 5.90543 2.66563 -0.2038
C -0.42377 4.59233 2.30326 0.0705
H 2.66213 4.81213 0.93238 0.1134
H 2.39514 7.23115 1.62036 0.1103
H -1.88040 8.57061 3.46853 0.1326
H -0.83654 7.76184 4.69922 0.1346
H -1.19078 3.84808 2.46234 0.1123
```

Lowest unoccupied orbital energy = 3.32 eV
Net charge = -2

***

Let's list max |F| in order: 1.50; 1.02 eV Å⁻¹.
Let's list HOMO energy in order: -3.028; -2.865 eV.
Let's list total energy in order: -173955.635; -124226.686 eV.